<i>
One molecule with the formula C12H24N4O3S, computed with the ωB97M-V functional and the def2-TZVPD basis.

The geometry in XYZ format:
```
44
Properties=species:S:1:pos:R:3:nbo_charge:R:1
S 3.10 2.02 -1.00 -0.018
O 1.17 -0.30 -2.78 -0.627
O -1.97 1.36 -1.37 -0.590
O -0.60 3.10 1.89 -0.644
N -0.18 0.85 1.71 -0.631
N 0.93 1.04 -4.52 -0.600
N -0.99 -3.98 3.88 -0.890
N 0.21 1.61 -0.96 -0.641
C 0.92 0.80 -3.23 0.649
C 1.97 2.73 -2.10 -0.565
C -1.33 -1.02 0.71 -0.403
C 0.69 2.01 -2.32 -0.136
C -2.18 -4.13 3.03 -0.200
C 1.63 0.18 -5.53 -0.416
C -1.76 -1.77 2.02 -0.395
C -1.08 1.17 -0.62 0.702
C -2.10 -3.32 1.66 -0.391
C 1.28 2.31 3.03 -0.712
C 0.08 2.09 2.22 0.664
C -1.27 0.46 0.70 -0.122
H 0.45 0.23 2.08 0.381
H -2.93 -3.41 1.06 0.209
H -0.66 -4.79 4.41 0.380
H -2.28 0.76 1.08 0.236
H 0.70 1.98 -4.76 0.381
H -2.15 -1.26 -0.07 0.226
H -3.02 -3.70 3.57 0.167
H 2.50 0.65 -5.97 0.196
H 1.71 3.76 -1.75 0.236
H -0.33 -1.34 0.32 0.213
H 4.27 2.12 -1.67 0.142
H -0.26 -3.35 3.55 0.365
H -0.13 2.64 -2.81 0.237
H 1.99 1.49 2.91 0.214
H 1.55 3.37 2.92 0.266
H -1.24 -3.90 1.30 0.202
H 1.96 -0.68 -4.98 0.242
H 0.86 -0.02 -6.32 0.207
H -2.31 -5.20 2.80 0.183
H 0.88 2.15 4.03 0.238
H 0.95 1.50 -0.23 0.404
H 2.57 2.77 -3.01 0.238
H -2.68 -1.31 2.37 0.208
H -0.93 -1.64 2.74 0.194
```

Results
Spin multiplicity: 1
HOMO energy: -8.86 eV
SMILES: CNC(=O)[C@H](CS)NC(=O)[C@@H](CCCCN)NC(C)=O
Molar mass: 304.42 g mol⁻¹
Charge: 0
HOMO-LUMO gap: 9.25 eV
E_LUMO: 0.388 eV



<ii>
One molecule with the formula C12H24N4O3S, computed with the ωB97M-V functional and the def2-TZVPD basis.

The geometry in XYZ format:
```
44
Properties=species:S:1:pos:R:3:nbo_charge:R:1
S 0.33 4.54 0.11 0.003
O 2.12 1.71 0.36 -0.639
O -0.82 0.13 -4.04 -0.623
O 1.16 -1.68 3.32 -0.657
N -0.49 1.19 -2.17 -0.647
N 0.81 -0.07 0.08 -0.662
N -2.87 -0.92 -1.28 -0.850
N 0.86 0.59 2.79 -0.612
C 0.51 1.18 4.11 -0.413
C -1.56 -1.68 0.65 -0.417
C 0.36 2.03 -1.33 -0.127
C -0.44 -2.78 1.07 -0.413
C -0.46 3.16 -0.72 -0.531
C 1.46 -1.03 0.92 -0.122
C -0.01 0.58 -3.26 0.681
C 1.47 0.31 -3.44 -0.690
C -1.87 -1.80 -0.82 -0.211
C 1.21 -0.71 2.46 0.670
C 1.19 1.21 -0.20 0.679
C 0.95 -2.46 0.61 -0.412
H 1.22 1.92 4.42 0.206
H -2.48 -1.89 1.16 0.209
H -1.31 -0.72 0.89 0.197
H 1.73 -3.10 1.11 0.245
H -1.17 2.81 -0.06 0.212
H 1.76 -0.26 -2.52 0.226
H 0.96 3.72 0.91 0.124
H -0.96 -1.63 -1.43 0.173
H -3.77 -0.92 -0.85 0.359
H -1.51 1.21 -2.02 0.435
H 1.59 -0.20 -4.28 0.234
H -0.53 1.53 4.09 0.197
H 1.99 1.23 -3.51 0.222
H -2.14 -2.85 -1.05 0.169
H -0.77 -3.71 0.74 0.210
H -3.13 -1.19 -2.20 0.367
H 0.93 1.36 2.15 0.402
H 1.17 -2.75 -0.43 0.216
H -0.04 -0.46 -0.35 0.434
H 2.46 -1.05 0.75 0.226
H 1.15 2.44 -2.01 0.228
H -0.54 -2.97 2.14 0.243
H -0.90 3.58 -1.60 0.232
H 0.36 0.39 4.74 0.226
```

Results
Spin multiplicity: 1
HOMO energy: -9.29 eV
SMILES: CNC(=O)[C@@H](CCCCN)NC(=O)[C@H](CS)NC(C)=O
Molar mass: 304.42 g mol⁻¹
Charge: 0
HOMO-LUMO gap: 9.86 eV
E_LUMO: 0.572 eV



Referenced to the most stable arrangement, the calculated values in hartree are <i> 0.0105; <ii> 0.0000.